DFT (ωB97M-V/def2-TZVPD) results for a structure of composition C3H3CdLiO3 in a non-equilibrium geometry.

Positions of all 11 atoms, in Å:
O (0.11, 0.50, 0.50)
C (-1.34, 0.91, 0.57)
C (-1.98, -0.41, 0.53)
O (-0.89, -0.90, -0.81)
C (0.24, -0.54, -0.36)
O (1.39, -0.99, -0.43)
Cd (2.18, 0.55, 0.59)
H (-1.52, 1.64, 1.35)
H (-3.05, -0.48, 0.32)
H (-1.79, -1.20, 1.27)
Li (-1.80, 1.76, -1.50)

Its total charge is +2. For the HOMO energy (alpha / beta), the calculation gives -16.58 / -16.58 eV. The value obtained for the frontier orbital gap (alpha / beta) is 5.00 / 5.00 eV. The max |F| is 0.071 hartree/bohr. The calculation puts the relative energy (zero: lowest compared OMol25 entry of this formula, charge and spin) at 0.6680 eV. The total energy is -14049.555 eV.

---

DFT (ωB97M-V/def2-TZVPD) results for a cluster of 2 separate species, C3H3Cl in total in a non-equilibrium geometry.

Positions of all 7 atoms, in Å:
C (-1.67, 1.18, 0.06)
C (-0.79, 0.37, 0.08)
C (1.05, -0.73, 0.02)
Cl (2.32, 0.36, 0.05)
H (-2.64, 1.42, -0.30)
H (0.97, -1.47, 0.98)
H (0.76, -1.12, -0.88)

Its spin multiplicity is 3. For the HOMO energy (alpha / beta), the calculation gives -6.63 / -10.69 eV. The value obtained for the frontier orbital gap (alpha / beta) is 7.77 / 6.94 eV. The max |F| is 0.121 hartree/bohr. The calculation puts the relative energy (zero: lowest compared OMol25 entry of this formula, charge and spin) at 3.0951 eV. The total energy is -15672.791 eV.

---

DFT (ωB97M-V/def2-TZVPD) results for a cluster of 2 separate species, C3H3Cl2F in total in a non-equilibrium geometry.

Positions of all 9 atoms, in Å:
C (1.81, -0.07, -0.50)
C (1.20, -0.69, 0.48)
C (-2.61, 0.16, -0.10)
F (-2.40, 0.71, -1.28)
Cl (-0.37, -0.06, 0.92)
Cl (-3.26, 1.30, 0.93)
H (1.31, 0.79, -0.82)
H (2.70, -0.69, -0.75)
H (1.62, -1.45, 1.13)

For the HOMO energy, the calculation gives -9.11 eV. The value obtained for the frontier orbital gap is 9.00 eV. The max |F| is 0.062 hartree/bohr. The calculation puts the relative energy (zero: lowest compared OMol25 entry of this formula, charge and spin) at 3.6788 eV. The total energy is -30917.636 eV.

---

DFT (ωB97M-V/def2-TZVPD) results for a cluster of 2 separate species, C3H3Cl2N in total in a non-equilibrium geometry.

Positions of all 9 atoms, in Å:
C (1.52, -1.06, 1.18)
C (1.13, -1.08, 0.07)
C (-1.52, 1.18, -0.43)
N (-0.53, 1.00, -1.04)
Cl (1.14, -2.28, -1.12)
Cl (-1.70, 0.60, 1.20)
H (-2.24, 1.57, -1.12)
H (1.88, -0.50, 2.00)
H (0.31, 0.57, -0.73)

For the HOMO energy, the calculation gives -9.82 eV. The value obtained for the frontier orbital gap is 9.52 eV. The max |F| is 0.124 hartree/bohr. The calculation puts the relative energy (zero: lowest compared OMol25 entry of this formula, charge and spin) at 4.2728 eV. The total energy is -29689.960 eV. The SMILES is [H]/N=C\Cl.C#CCl.

---

DFT (ωB97M-V/def2-TZVPD) results for a cluster of 2 separate species, C3H3Cl2N in total in a non-equilibrium geometry.

Positions of all 9 atoms, in Å:
C (1.18, -2.05, -0.07)
C (1.62, -1.23, -0.84)
C (-1.18, 0.90, 0.61)
N (-1.90, 1.49, -0.19)
Cl (2.22, -0.10, -1.85)
Cl (0.31, 1.47, 1.33)
H (-1.44, -0.10, 0.95)
H (0.83, -2.80, 0.56)
H (-1.63, 2.42, -0.49)

For the HOMO energy, the calculation gives -10.24 eV. The value obtained for the frontier orbital gap is 10.97 eV. The max |F| is 0.020 hartree/bohr. The calculation puts the relative energy (zero: lowest compared OMol25 entry of this formula, charge and spin) at 2.4907 eV. The total energy is -29691.742 eV. The SMILES is [H]/N=C\Cl.C#CCl.

---

DFT (ωB97M-V/def2-TZVPD) results for a cluster of 2 separate species, C3H3Cl2NO in total in a non-equilibrium geometry.

Positions of all 10 atoms, in Å:
C (-0.88, -0.40, -0.10)
C (-0.06, 0.82, 0.56)
C (0.51, -0.62, -0.90)
H (-0.53, 1.81, 0.66)
H (0.09, 0.62, 1.73)
H (2.34, 0.42, -0.01)
N (0.86, 0.77, -0.49)
O (0.87, -1.54, -1.62)
Cl (-0.74, -1.87, 0.96)
Cl (-2.46, -0.02, -0.79)

For the HOMO energy, the calculation gives -10.16 eV. The value obtained for the frontier orbital gap is 9.14 eV. The max |F| is 0.168 hartree/bohr. The calculation puts the relative energy (zero: lowest compared OMol25 entry of this formula, charge and spin) at 4.0723 eV. The total energy is -31737.628 eV.

---

DFT (ωB97M-V/def2-TZVPD) results for the molecule C3H3Cl3 in a non-equilibrium geometry.

Positions of all 9 atoms, in Å:
C (-0.12, -0.61, -0.92)
C (-0.70, -1.76, -1.18)
C (-0.62, 0.53, -0.07)
Cl (0.30, -2.83, -2.25)
Cl (-2.15, -2.42, -0.69)
Cl (-0.40, 2.02, -0.92)
H (0.91, -0.47, -1.28)
H (-0.18, 0.70, 0.94)
H (-1.56, 0.51, 0.33)

For the HOMO energy, the calculation gives -9.83 eV. The value obtained for the frontier orbital gap is 10.51 eV. The max |F| is 0.067 hartree/bohr. The calculation puts the relative energy (zero: lowest compared OMol25 entry of this formula, charge and spin) at 0.5195 eV. The total energy is -40725.789 eV. The SMILES is ClCC=C(Cl)Cl.

---

DFT (ωB97M-V/def2-TZVPD) results for a structure of composition C3H3Cl3S in a non-equilibrium geometry.

Positions of all 10 atoms, in Å:
C (1.40, 0.68, 0.49)
C (-0.59, -0.83, -0.60)
C (-0.45, 0.38, 0.19)
S (2.54, -0.26, -0.08)
Cl (-2.33, -1.49, -0.60)
Cl (-0.96, 0.19, 1.89)
Cl (-1.04, 1.90, -0.52)
H (1.65, 1.58, 1.08)
H (-0.40, -0.72, -1.69)
H (0.20, -1.44, -0.16)

For the HOMO energy, the calculation gives -9.28 eV. The value obtained for the frontier orbital gap is 8.49 eV. The max |F| is 0.089 hartree/bohr. The calculation puts the relative energy (zero: lowest compared OMol25 entry of this formula, charge and spin) at 0.8167 eV. The total energy is -51560.217 eV.

---

Q: Which value of relative energy (zero: lowest compared OMol25 entry of this formula, charge and spin) does entry 3 give?
A: 3.6788 eV

---

Q: What is the relative energy (zero: lowest compared OMol25 entry of this formula, charge and spin) in the seventh record?
A: 0.5195 eV

---

What did the sixth record say?
DFT (ωB97M-V/def2-TZVPD) results for a cluster of 2 separate species, C3H3Cl2NO in total in a non-equilibrium geometry.

Positions of all 10 atoms, in Å:
C (-0.88, -0.40, -0.10)
C (-0.06, 0.82, 0.56)
C (0.51, -0.62, -0.90)
H (-0.53, 1.81, 0.66)
H (0.09, 0.62, 1.73)
H (2.34, 0.42, -0.01)
N (0.86, 0.77, -0.49)
O (0.87, -1.54, -1.62)
Cl (-0.74, -1.87, 0.96)
Cl (-2.46, -0.02, -0.79)

For the HOMO energy, the calculation gives -10.16 eV. The value obtained for the frontier orbital gap is 9.14 eV. The max |F| is 0.168 hartree/bohr. The calculation puts the relative energy (zero: lowest compared OMol25 entry of this formula, charge and spin) at 4.0723 eV. The total energy is -31737.628 eV.